Below is a 2-piece molecular cluster, C5H11ClO2Si overall in a non-equilibrium geometry, with properties calculated with the ωB97M-V functional and the def2-TZVPD basis.

Geometry as XYZ:
```
20
Properties=species:S:1:pos:R:3:forces:R:3
C 1.4023 -0.0309 -1.5419 -0.756 0.587 0.320
C -0.0177 -0.0380 -2.0781 1.055 -2.316 -1.141
C 0.5493 1.2055 -1.5062 -0.881 3.009 0.113
C -2.2175 0.2434 1.4350 -0.614 -2.174 -1.287
C 1.3394 -1.8411 1.5166 -0.816 -1.445 2.713
O -1.6313 1.4946 0.9112 0.848 -0.714 -1.196
O 0.1372 -1.4126 1.0854 -1.034 0.302 -1.044
Si -0.4903 1.9313 -0.1751 -1.562 -0.671 2.375
Cl -0.8104 3.9430 0.0403 0.754 -0.534 -0.670
H 1.5925 -0.4248 -0.5782 -0.357 -0.780 0.778
H 2.2944 0.0195 -2.1282 0.006 0.138 -0.818
H -0.1148 -0.1531 -3.1641 -0.016 0.530 0.418
H -0.6893 -0.6945 -1.5395 -0.035 0.320 0.438
H 0.7203 2.0747 -2.1907 0.141 -0.946 0.363
H -2.5692 0.3869 2.4394 -0.166 0.878 0.356
H -1.4344 -0.5961 1.5276 -0.567 1.091 -0.760
H -3.1644 -0.0838 0.7940 2.206 0.920 1.055
H 1.4093 -2.9675 2.0141 -0.447 1.945 -1.119
H 1.6085 -1.1997 2.3800 0.935 -0.189 -0.110
H 2.0862 -1.8568 0.7584 1.307 0.052 -0.783
```
Positions in Å, forces in eV/Å.

For the HOMO energy, the calculation gives -6.43 eV. For the frontier orbital gap, the calculation gives 5.216 eV. Its net charge is 0.



Below is C25H28N3OV as an isolated structure, with properties calculated with the ωB97M-V functional and the def2-TZVPD basis.

Geometry as XYZ:
```
58
Properties=species:S:1:pos:R:3:forces:R:3
V 0.5121 0.5847 0.5981 -0.014 -0.103 -0.353
C -2.4576 -1.3004 4.0446 0.003 0.029 -0.001
C -1.8772 -1.3646 2.6220 0.025 -0.024 0.071
C -1.5759 -2.8091 2.2379 -0.014 0.031 0.009
C -0.6802 -0.4405 2.5655 -0.052 -0.032 -0.021
C -0.8708 0.9463 2.5630 -0.017 -0.008 0.005
C 0.2144 1.8342 2.5873 0.023 0.059 0.083
C 1.5403 1.3702 2.6628 0.010 0.034 0.051
C 2.7009 2.3181 2.7169 -0.008 0.003 0.002
C 1.7320 -0.0219 2.6313 -0.008 0.009 -0.006
C 0.6513 -0.9036 2.5541 -0.010 -0.005 0.011
H -3.3539 -1.9158 4.1052 -0.001 -0.004 -0.005
H -2.7259 -0.2837 4.3327 -0.007 -0.003 0.001
H -1.7366 -1.6812 4.7699 0.001 -0.001 -0.002
H -2.6276 -0.9609 1.9341 0.005 -0.004 -0.010
H -0.9215 -3.2874 2.9693 0.002 0.002 0.000
H -1.1191 -2.8976 1.2516 0.015 0.001 -0.041
H -2.5047 -3.3772 2.2279 0.002 -0.005 -0.008
H -1.8798 1.3411 2.5458 -0.003 -0.002 0.011
H 0.0276 2.9012 2.5643 0.009 0.000 0.014
H 3.0135 2.5974 1.7090 0.007 -0.002 0.002
H 3.5523 1.8560 3.2125 0.000 -0.001 0.003
H 2.4345 3.2262 3.2547 -0.002 0.002 -0.005
H 2.7402 -0.4170 2.6372 0.001 0.006 -0.001
H 0.8447 -1.9673 2.5063 -0.003 0.004 0.001
O 2.0396 0.7891 -0.3164 -0.014 -0.010 0.215
C 2.3192 1.1672 -1.5848 -0.011 0.066 -0.275
C 3.5307 0.7690 -2.1412 -0.026 -0.037 0.097
C 3.8533 1.1321 -3.4339 -0.027 0.023 -0.021
C 2.9713 1.9032 -4.1859 0.027 -0.007 -0.015
C 1.7763 2.3115 -3.6330 -0.026 0.007 0.000
C 1.4270 1.9574 -2.3253 0.068 -0.049 0.035
C 0.1920 2.4378 -1.7244 -0.080 0.024 0.049
N -0.3424 2.0440 -0.5637 0.094 -0.101 0.053
C -1.5027 2.7769 -0.3751 -0.035 0.033 -0.050
C -1.6708 3.6111 -1.4270 -0.001 0.010 0.058
N -0.6000 3.3883 -2.2562 0.030 -0.029 -0.032
H 4.2055 0.1753 -1.5389 0.002 0.003 -0.003
H 4.7952 0.8162 -3.8608 0.002 -0.002 0.004
H 3.2206 2.1845 -5.1991 -0.001 -0.002 0.000
H 1.1024 2.9027 -4.2404 -0.006 0.000 0.008
H -2.1279 2.6591 0.4923 -0.006 -0.004 -0.004
H -2.4339 4.3351 -1.6505 0.001 0.002 0.003
H -0.4147 3.8875 -3.1113 0.003 -0.005 -0.001
C -2.0752 -4.1138 -2.8353 -0.009 -0.014 -0.006
C -1.4936 -2.9923 -2.0388 0.023 0.034 0.023
C -2.2599 -1.9009 -1.6304 -0.003 -0.009 -0.008
C -1.6820 -0.8892 -0.8953 -0.007 -0.040 -0.015
N -0.3901 -0.9113 -0.5345 0.049 0.127 0.085
C 0.3636 -1.9554 -0.9274 0.010 -0.009 -0.023
C -0.1457 -2.9938 -1.6702 -0.018 -0.006 -0.004
H -3.1134 -3.9271 -3.0979 0.000 -0.002 -0.001
H -2.0228 -5.0434 -2.2656 -0.002 0.001 -0.001
H -1.5026 -4.2668 -3.7507 -0.001 0.002 0.000
H -3.3071 -1.8346 -1.8927 -0.001 0.003 0.002
H -2.2589 -0.0263 -0.5865 0.002 0.005 0.007
H 1.4075 -1.9354 -0.6369 -0.002 0.001 0.001
H 0.5064 -3.8049 -1.9657 0.002 0.000 0.005
```
Positions in Å, forces in eV/Å.

As for the expectation value of S²: 2.023. As for the spin multiplicity: 3. For the HOMO energy (spin up / spin down), the calculation gives -14.18 / -14.20 eV. For the frontier orbital gap (spin up / spin down), the calculation gives 7.083 / 7.411 eV. Its net charge is +2.



Below is a 2-piece molecular cluster, C6H14Si overall in a non-equilibrium geometry, with properties calculated with the ωB97M-V functional and the def2-TZVPD basis.

Geometry as XYZ:
```
21
Properties=species:S:1:pos:R:3:forces:R:3
C -0.8477 -0.5601 1.1317 -0.508 -0.287 0.849
C -1.5787 -0.2008 0.0713 0.221 1.716 -0.880
C -2.0053 1.2209 -0.3439 3.433 0.211 1.519
C -1.9329 -1.1798 -0.9817 3.321 1.534 -0.645
C 2.3263 -1.2521 0.4109 0.635 -1.172 0.903
C 1.9826 1.6646 0.0502 1.425 -2.327 -0.305
Si 1.4857 -0.0102 -0.8212 0.203 0.043 0.386
H -0.6476 0.1645 1.9605 0.129 -0.835 -0.861
H -0.6715 -1.6667 1.2750 0.032 1.479 0.073
H -1.3610 2.0662 0.0209 0.327 -1.073 -0.118
H -2.8565 1.5604 0.1114 -2.938 0.159 0.684
H -1.9847 1.3454 -1.3909 -0.441 -0.114 -1.252
H -1.7112 -2.1073 -0.5584 -0.178 -1.984 -0.253
H -1.3232 -0.9304 -1.9119 0.116 -0.652 1.226
H -2.8296 -0.9781 -1.4099 -3.427 -0.106 -0.497
H 1.7951 -1.2446 1.4579 1.503 0.221 -1.712
H 2.3153 -2.3304 0.0912 -0.686 0.866 -0.005
H 3.4782 -1.1610 0.4317 -1.625 0.624 0.552
H 3.1012 1.6931 -0.3727 -2.081 0.221 1.337
H 1.4054 2.4643 -0.3791 -0.056 0.513 0.240
H 1.8599 1.4422 1.1569 0.594 0.963 -1.238
```
Positions in Å, forces in eV/Å.

For the HOMO energy, the calculation gives -7.52 eV. For the frontier orbital gap, the calculation gives 7.946 eV. Its net charge is 0.



Below is a 6-piece molecular cluster, C19H54N4O7 overall in a non-equilibrium geometry, with properties calculated with the ωB97M-V functional and the def2-TZVPD basis.

Geometry as XYZ:
```
84
Properties=species:S:1:pos:R:3:forces:R:3
C 3.1591 0.6456 1.7671 0.932 0.053 0.778
O 3.3934 1.9592 2.2609 -0.089 -0.063 -0.587
C 2.2094 2.6701 2.5835 0.832 -0.468 0.103
C 2.5912 4.1344 2.6881 -0.881 1.106 1.333
C 3.2431 4.5070 4.0366 0.799 -0.987 -0.251
N 1.3347 4.8899 2.6011 -0.664 1.059 -0.327
H 2.5170 0.5536 0.8873 -0.506 0.431 0.259
H 2.8352 0.0612 2.6320 -0.318 -0.527 -0.425
H 4.1246 0.2711 1.4210 0.057 -0.023 0.253
H 1.4435 2.3937 1.8516 -0.069 0.715 -0.139
H 1.8116 2.3843 3.5742 0.078 -0.252 -0.085
H 3.2746 4.4879 1.9194 -0.246 -0.387 -0.382
H 3.5971 5.5371 4.0105 -0.333 0.124 0.117
H 4.1334 3.9073 4.2609 -0.079 -0.093 -0.136
H 2.5379 4.3244 4.8486 -0.047 0.258 0.044
H 0.7934 4.8575 3.4641 0.145 -0.759 0.001
H 1.5013 5.8960 2.5844 0.375 -0.180 -0.499
C -2.1151 -3.6045 3.4327 0.262 0.248 0.203
O -1.1355 -3.5135 4.4538 -0.127 0.182 -0.771
C -0.0526 -2.6884 4.0276 -0.789 -0.253 0.583
C 0.9600 -2.7665 5.1588 1.110 0.983 -0.449
C 0.3553 -2.4812 6.5113 -0.589 -1.483 0.416
N 2.0400 -1.7745 4.8927 -0.305 -0.698 -0.592
H -1.6973 -4.0686 2.5353 -0.068 -0.224 -0.031
H -2.4593 -2.6068 3.1420 -0.121 0.072 0.048
H -2.9535 -4.1739 3.8205 -0.010 -0.115 -0.060
H 0.3098 -3.0133 3.0484 0.444 -0.302 0.166
H -0.4184 -1.6691 3.8391 0.039 0.201 0.352
H 1.3782 -3.7749 5.1230 0.179 0.093 0.099
H -0.2632 -3.3394 6.8064 -0.531 0.488 -0.231
H -0.2178 -1.5560 6.4621 -0.045 -0.013 0.353
H 1.0858 -2.5034 7.3213 0.366 0.624 -0.276
H 1.6945 -0.8626 5.1652 0.147 0.084 0.078
H 2.8432 -1.9958 5.4641 0.044 0.147 0.086
C -0.1676 1.9964 -2.0809 -0.091 0.669 0.427
O 0.5784 2.9165 -2.8498 0.220 -0.063 -0.070
C 1.9407 2.5640 -2.9928 -0.130 0.324 -0.703
C 2.7112 2.4237 -1.6867 0.627 0.378 -0.481
C 2.7293 3.7496 -0.9190 -0.878 -0.086 -1.145
N 4.0851 2.0749 -2.1104 -0.251 -0.049 0.118
H 0.1181 2.0441 -1.0228 0.150 -0.219 -0.049
H -0.0646 0.9704 -2.4415 -0.142 -0.030 -0.010
H -1.1883 2.3778 -2.1017 -0.128 -0.412 -0.254
H 2.0651 1.7112 -3.6737 -0.161 -0.527 0.549
H 2.3882 3.3599 -3.6030 -0.045 0.299 0.361
H 2.2676 1.6137 -1.1041 0.262 -0.032 0.079
H 1.7089 4.1302 -0.8046 0.062 -0.219 0.751
H 3.1457 4.4922 -1.6084 0.470 -0.025 0.235
H 3.3134 3.6544 -0.0104 -0.172 0.200 0.144
H 4.3407 2.8158 -2.7606 0.245 -0.184 -0.044
H 4.7216 2.1957 -1.3278 -0.054 -0.140 0.036
C -6.9172 -0.4311 -1.9994 0.063 -1.334 -1.605
O -5.5325 -0.6991 -1.9125 0.209 0.660 0.913
C -5.1610 -1.9346 -2.4670 -0.045 -0.070 -0.190
C -3.6899 -2.1993 -2.2629 1.302 -0.224 0.215
C -3.1652 -3.3330 -3.1269 -0.638 -0.669 -1.033
N -3.4246 -2.5035 -0.8473 0.379 0.455 0.491
H -7.1600 -0.5472 -3.0676 -0.321 0.514 -0.016
H -7.1905 0.5591 -1.6619 0.318 0.073 0.260
H -7.5284 -1.2212 -1.5500 0.113 0.161 0.609
H -5.7072 -2.7480 -1.9772 -0.098 -0.126 0.029
H -5.4072 -1.9600 -3.5339 -0.002 0.063 -0.125
H -3.0093 -1.3899 -2.5642 -0.878 0.693 -0.114
H -3.5234 -3.2175 -4.1566 0.008 0.207 0.052
H -3.5021 -4.3335 -2.8444 0.057 0.117 0.415
H -2.0822 -3.3380 -3.2573 0.059 0.037 0.422
H -3.7215 -1.7157 -0.2699 -0.433 -0.099 -0.215
H -2.4150 -2.4315 -0.7158 -0.052 -0.401 -0.049
O 0.7465 0.0082 -6.5516 0.086 -0.421 0.546
C -0.2739 0.1987 -5.5551 -0.269 1.492 -0.860
C -0.4844 -1.0538 -4.7229 1.294 0.546 -1.994
O -1.0738 -2.0432 -5.5495 -1.329 -0.445 0.738
H 0.5845 0.6631 -7.2331 0.126 -0.022 -0.102
H -0.0883 1.1268 -4.9950 0.488 -0.459 0.537
H -1.1567 0.5081 -6.1316 -0.495 -0.713 0.420
H -1.0785 -0.7643 -3.8613 -0.348 -0.615 0.035
H 0.5052 -1.4313 -4.4527 0.031 0.285 0.628
H -0.5112 -2.3061 -6.2802 0.425 0.391 0.106
C 0.7525 -2.2823 0.0044 0.396 -1.517 -1.001
O 0.1279 -1.5722 -1.0564 -0.324 0.595 0.421
H 1.5332 -1.6859 0.4658 -0.261 0.245 0.079
H 0.0824 -2.7463 0.7346 -0.290 0.658 0.134
H 1.2333 -3.1549 -0.4594 0.373 0.091 0.278
H -0.3093 -2.1986 -1.6384 0.076 -0.092 0.000
```
Positions in Å, forces in eV/Å.

For the HOMO energy, the calculation gives -9.29 eV. For the frontier orbital gap, the calculation gives 9.966 eV. Its net charge is 0.



Below is C20H30N7S2SbYb as an isolated structure in a non-equilibrium geometry, with properties calculated with the ωB97M-V functional and the def2-TZVPD basis.

Geometry as XYZ:
```
61
Properties=species:S:1:pos:R:3:forces:R:3
Yb 11.8727 8.3868 11.3038 0.952 1.619 -2.153
C 11.4303 10.7765 13.0519 -0.380 -1.455 -1.037
N 11.0454 10.7434 11.6295 -0.077 -1.560 0.017
C 11.8149 11.6858 10.7833 -0.417 1.232 0.390
C 12.3712 11.0275 9.5574 1.052 -0.951 -1.665
N 13.3093 9.8796 9.8191 -1.338 0.426 0.497
C 13.4536 8.9732 8.6471 1.419 0.408 0.127
C 14.4989 10.2418 10.5590 0.494 -1.313 2.382
C 15.0810 11.5082 10.6422 -1.108 -0.449 -1.240
C 16.0776 11.8791 11.5456 0.475 -1.355 -0.643
C 16.4265 10.8964 12.4643 -0.714 -0.063 0.649
C 15.7197 9.6832 12.5654 0.100 0.495 -1.314
C 14.8918 9.2332 11.5300 0.476 2.431 -0.282
S 14.5388 7.5489 11.3948 -2.070 -0.741 0.138
C 9.6159 10.5864 11.4635 -1.864 -0.116 -1.186
C 8.6859 11.1934 12.3908 1.068 -0.324 -1.117
C 7.3372 10.9817 12.3185 -1.624 -0.883 -0.148
C 6.8341 10.2183 11.2307 -0.856 0.597 0.471
C 7.6574 9.7055 10.2913 1.746 -0.147 -1.485
C 9.0918 9.7955 10.3827 -1.125 0.796 2.415
S 9.8969 8.6624 9.3559 1.950 -0.784 0.289
H 10.7019 10.1717 13.5798 0.159 0.676 0.132
H 11.4902 11.7510 13.4227 0.284 1.542 0.780
H 12.3812 10.2542 13.1365 0.674 0.286 0.408
H 12.5523 12.1098 11.5144 -0.219 -0.151 -1.214
H 11.1794 12.5207 10.3689 0.346 -0.699 0.802
H 12.8974 11.7241 8.8734 -0.471 0.119 0.485
H 11.5663 10.5594 8.9491 0.268 0.658 0.549
H 14.5254 8.9365 8.3612 -0.538 -0.160 0.232
H 12.9345 9.3865 7.7805 -0.353 -0.396 0.216
H 13.1853 7.9501 8.9649 -0.122 0.308 -0.753
H 14.6971 12.1541 9.8706 0.260 0.745 0.033
H 16.6785 12.7765 11.3873 -0.459 -0.155 0.303
H 17.2171 11.0388 13.1764 0.162 0.345 0.285
H 15.8124 9.0277 13.3973 0.700 -0.457 0.490
H 9.0760 11.8903 13.0969 0.262 0.208 0.665
H 6.5491 11.2923 13.0603 1.413 0.160 -0.703
H 5.7563 10.0778 11.1035 0.360 0.101 0.213
H 7.3575 9.2152 9.3421 -0.397 0.155 1.076
N 9.6359 8.1072 16.3354 0.755 0.404 -1.405
N 10.2847 7.5535 15.1904 0.977 0.367 -0.522
N 10.9086 6.3989 15.2894 0.981 0.561 -1.971
C 11.6511 6.3534 14.1240 -1.716 0.118 1.749
N 11.4224 7.4516 13.3648 -0.678 -0.288 2.481
N 10.6013 8.2614 14.0741 -0.994 -2.355 1.612
H 9.1016 7.4523 16.8986 0.339 -0.612 -0.575
H 9.0406 8.8690 16.0384 0.003 0.072 -0.241
H 12.2810 5.4796 13.9398 -0.211 0.637 -0.331
C 8.9045 14.9142 7.0048 -0.780 -0.199 -1.467
Sb 9.3819 12.8348 6.6294 0.117 -0.400 -0.042
C 10.4949 12.9843 4.7397 1.094 0.914 1.922
C 7.5198 12.0029 5.8623 -0.115 -0.376 2.362
H 8.8229 15.4736 6.0508 0.273 -0.210 0.553
H 9.6511 15.3301 7.6475 0.461 0.310 0.283
H 7.9283 14.9968 7.4745 -0.053 -0.133 0.224
H 11.5287 12.6374 5.0474 -1.174 0.345 -0.875
H 10.5200 14.0451 4.4693 0.218 -0.135 0.083
H 10.0695 12.4693 3.9194 -0.307 -0.899 -0.626
H 7.3984 11.0013 6.3541 0.329 0.703 -0.741
H 7.5810 11.9331 4.8086 -0.291 -0.064 -0.997
H 6.6612 12.5701 6.2537 0.285 0.095 -0.579
```
Positions in Å, forces in eV/Å.

As for the expectation value of S²: 0.751. As for the spin multiplicity: 2. For the HOMO energy (spin up / spin down), the calculation gives -9.99 / -9.99 eV. For the frontier orbital gap (spin up / spin down), the calculation gives 6.444 / 5.324 eV. Its net charge is +1.



Below is one molecule with the formula C5H8O in a non-equilibrium geometry, with properties calculated with the ωB97M-V functional and the def2-TZVPD basis.

Geometry as XYZ:
```
14
Properties=species:S:1:pos:R:3:forces:R:3
C -1.3768 -0.8241 -0.4191 -0.005 -0.316 0.206
C -0.4169 0.2994 -0.6631 -0.402 0.393 0.827
C -0.0155 1.0332 0.9848 -0.734 -0.356 -0.719
C 0.8997 0.6926 -0.1115 0.677 -0.103 -0.158
C 1.6884 -0.5379 0.1222 0.606 -0.057 -0.056
O 2.8236 -0.6862 -0.2513 -0.082 -0.207 0.143
H -2.3539 -0.3363 -0.2885 0.149 -0.343 -0.003
H -1.4943 -1.5492 -1.2329 0.255 0.061 0.029
H -1.1495 -1.3192 0.5219 -0.134 -0.301 -0.080
H -0.6135 0.7960 -1.6388 -0.454 0.678 1.320
H 0.2293 0.5088 1.9372 -1.089 -0.431 -1.003
H -0.7334 1.8197 1.1217 0.759 0.957 -0.403
H 1.4118 1.4712 -0.6626 0.154 -0.120 -0.152
H 1.1008 -1.3680 0.5800 0.302 0.146 0.048
```
Positions in Å, forces in eV/Å.

For the HOMO energy, the calculation gives -8.41 eV. For the frontier orbital gap, the calculation gives 9.297 eV. Its net charge is 0.



Listing energy relative to the best compared isomer or geometry (same formula, charge and spin) for the structures above in their given order: 618.5, 0.0, 324.3, 28.0, 51.5, 348.8 kJ/mol.
Listing energy for the structures above in their given order: -1097.13717, -2152.56853, -526.36827, -1501.84822, -3358.36852, -270.42503 Ha.